#w
18
Properties=species:S:1:pos:R:3 method="wB97M-V/def2-TZVPD" smiles=O.O.O.O.O.O spin_multiplicity=1 homo_ev=-11.4 gap_ev=12.156
O -1.85 -1.52 1.40
H -1.42 -2.04 2.14
H -1.42 -1.89 0.53
O 0.83 -0.94 -2.39
H 1.23 -0.11 -2.02
H 1.54 -1.60 -2.56
O -0.86 0.94 2.19
H -1.62 1.46 2.46
H -1.25 0.05 1.91
O 1.83 1.35 -1.28
H 1.46 1.67 -0.42
H 1.89 2.20 -1.83
O 1.01 2.53 1.08
H 1.66 2.37 1.82
H 0.28 1.94 1.45
O -0.98 -2.37 -1.06
H -1.84 -2.18 -1.54
H -0.30 -1.86 -1.54

=====

#x
18
Properties=species:S:1:pos:R:3 method="wB97M-V/def2-TZVPD" smiles=O.O.O.O.O.O spin_multiplicity=1 homo_ev=-11.1 gap_ev=11.305
O 2.30 -1.69 0.34
H 1.56 -2.16 0.75
H 2.97 -2.38 0.23
O -2.22 -0.27 -0.01
H -1.32 -0.36 0.25
H -2.70 0.13 0.72
O -1.00 0.69 2.67
H -1.85 1.10 2.40
H -0.32 0.98 2.07
O -1.73 2.17 -1.16
H -1.89 1.30 -0.81
H -2.41 2.78 -0.92
O 2.02 -1.69 -2.35
H 2.07 -1.64 -1.37
H 2.88 -2.07 -2.55
O 0.35 0.82 0.21
H 1.16 0.64 -0.19
H 0.15 1.66 -0.26

=====

#y
18
Properties=species:S:1:pos:R:3 method="wB97M-V/def2-TZVPD" smiles=O.O.O.O.O.O spin_multiplicity=1 homo_ev=-11.3 gap_ev=11.027
O 0.13 1.56 0.03
H 0.93 1.05 0.16
H 0.36 2.45 0.30
O -2.46 -0.24 -1.40
H -2.72 -0.92 -0.78
H -1.74 0.23 -0.95
O 0.56 -2.55 -1.94
H -0.27 -2.37 -1.48
H 0.89 -1.68 -2.18
O -0.13 -3.00 2.20
H -0.38 -2.92 3.12
H -0.16 -2.10 1.86
O 0.18 2.02 2.79
H 0.79 1.70 2.12
H 0.65 2.73 3.22
O 1.64 1.87 -1.88
H 1.09 2.24 -2.59
H 1.27 2.25 -1.08

=====

Quick one: least stable of them? #y

=====

#w
18
Properties=species:S:1:pos:R:3 method="wB97M-V/def2-TZVPD" smiles=O.O.O.O.O.O spin_multiplicity=1 homo_ev=-11.3 gap_ev=11.816
O 4.13 1.35 -1.15
H 4.44 1.09 -0.29
H 4.92 1.59 -1.63
O 4.56 -0.24 3.07
H 5.35 -0.72 3.32
H 3.84 -0.78 3.41
O 0.05 -0.60 -0.08
H -0.22 -1.49 -0.32
H 1.01 -0.61 -0.17
O -2.14 1.83 -3.59
H -2.16 1.18 -2.89
H -2.83 1.56 -4.20
O -2.69 -4.38 -0.50
H -2.47 -4.31 0.43
H -3.55 -3.96 -0.57
O -4.31 2.52 1.78
H -4.57 3.38 1.47
H -3.37 2.58 1.93

=====

#x
18
Properties=species:S:1:pos:R:3 method="wB97M-V/def2-TZVPD" smiles=O.O.O.O.O.O spin_multiplicity=1 homo_ev=-10.3 gap_ev=10.280
O 0.46 0.90 0.05
H 1.12 0.71 0.79
H -0.25 0.28 0.12
O -0.84 2.01 -2.26
H -0.53 1.44 -3.09
H -0.17 1.76 -1.66
O 2.47 -0.15 1.60
H 2.47 0.06 2.58
H 3.00 0.59 1.36
O 1.52 -1.14 -1.97
H 2.40 -1.11 -2.08
H 1.35 -0.82 -1.11
O -2.67 -0.80 2.05
H -2.91 -0.72 2.98
H -2.10 0.15 2.02
O -1.86 -0.68 -0.49
H -1.96 -1.07 0.26
H -1.49 -1.43 -1.12

=====

Quick one: least stable of them? #x

=====

#w
15
Properties=species:S:1:pos:R:3 method="wB97M-V/def2-TZVPD" spin_multiplicity=2 homo_ev="1.0 / -5.4" s2=0.750 gap_ev="3.199 / 9.437" charge=-1
C 0.02 0.30 -1.34
N 0.12 0.95 -0.03
C 0.76 0.10 0.96
N 2.19 -0.06 0.80
H -0.69 0.90 -1.92
H -0.54 -0.64 -1.31
H 0.99 0.31 -1.81
H -0.75 1.27 0.35
H 0.64 0.64 1.91
H 0.33 -0.91 1.03
H 2.67 0.83 0.87
H 2.44 -0.59 -0.02
H -2.24 -1.28 -0.36
H -3.36 -1.18 0.54
O -2.57 -0.66 0.33

=====

#x
15
Properties=species:S:1:pos:R:3 method="wB97M-V/def2-TZVPD" spin_multiplicity=2 homo_ev="1.2 / -5.3" s2=0.750 gap_ev="3.013 / 9.312" charge=-1
C -0.55 -2.16 -1.16
O 0.12 -0.91 -1.13
H -1.21 -2.13 -0.30
H 0.12 -3.02 -1.11
H -1.15 -2.25 -2.08
H 0.76 -0.76 -1.84
N -0.22 1.94 -0.11
C -0.01 1.50 1.22
N 1.11 0.52 1.38
H -0.63 1.30 -0.77
H 0.34 2.68 -0.46
H -0.93 1.04 1.59
H 0.28 2.34 1.85
H 0.91 0.08 2.27
H 1.04 -0.19 0.65

=====

Quick one: least stable of them? #x

=====

#w
11
Properties=species:S:1:pos:R:3 method="wB97M-V/def2-TZVPD" spin_multiplicity=1 homo_ev=-9.2 gap_ev=9.520
C -0.58 -0.02 2.94
C -0.91 0.91 2.02
N -0.48 0.13 -0.29
O -0.12 -0.47 3.90
O -0.24 -2.16 -1.50
O 1.71 -0.75 -0.89
O -0.09 0.84 0.89
S 0.32 -1.53 -0.36
H -1.94 1.28 1.97
H 2.53 -1.33 -0.99
H 0.02 0.63 -1.09

=====

#x
11
Properties=species:S:1:pos:R:3 method="wB97M-V/def2-TZVPD" spin_multiplicity=1 homo_ev=-8.4 gap_ev=8.895
C -1.59 0.16 0.16
C 0.75 0.71 -0.35
N -1.58 -0.86 -0.49
O -1.72 1.08 0.84
O 1.85 0.14 -1.11
O 1.17 -1.91 0.52
O 1.00 2.05 -0.04
S 1.96 -0.46 0.30
H 0.29 -1.92 0.68
H -2.27 -1.37 -0.93
H 0.14 2.40 0.42

=====

Quick one: least stable of them? #w

=====

#w
14
Properties=species:S:1:pos:R:3 method="wB97M-V/def2-TZVPD" spin_multiplicity=1 homo_ev=-8.5 gap_ev=7.700
H 3.59 -1.95 -0.25
N 2.58 -1.62 -0.56
C 2.13 -0.63 0.62
N 0.70 -0.27 0.31
C 0.27 0.98 0.03
N 1.30 1.99 -0.12
N -1.01 1.41 -0.13
C -2.01 0.50 0.09
S -2.11 -1.14 -0.05
H 2.57 0.04 1.64
H 0.18 -1.06 -0.32
H 1.00 2.92 -0.50
H 2.10 1.63 -0.87
H -2.95 0.97 0.20

=====

#x
14
Properties=species:S:1:pos:R:3 method="wB97M-V/def2-TZVPD" spin_multiplicity=1 homo_ev=-8.9 gap_ev=9.545
H 3.18 -0.60 0.04
N 2.37 -1.18 -0.07
C 1.38 -0.38 -0.20
N 1.39 1.01 -0.08
S 0.04 1.96 -0.50
C -1.20 0.97 0.34
C -1.13 -0.47 -0.16
N -2.13 -1.27 -0.31
H -2.97 -0.81 -0.07
N 0.13 -0.96 -0.47
H 1.96 1.33 0.67
H -2.16 1.39 0.08
H -1.03 1.00 1.42
H 0.15 -1.98 -0.72

=====

#y
14
Properties=species:S:1:pos:R:3 method="wB97M-V/def2-TZVPD" spin_multiplicity=1 homo_ev=-9.0 gap_ev=8.855
H -1.49 1.87 0.06
N -0.44 1.67 0.01
C -0.26 0.44 -0.12
N -1.31 -0.63 -0.20
C -2.69 -0.82 0.08
S -3.76 0.43 0.05
N 0.96 -0.19 -0.18
C 2.23 0.42 -0.05
N 3.29 -0.22 0.20
H 4.14 0.28 0.08
H -0.82 -1.53 -0.24
H -3.00 -1.84 0.15
H 1.14 -1.31 0.39
H 2.02 1.44 -0.22

=====

Quick one: least stable of them? #w